(1)
DFT (ωB97M-V with the def2-TZVPD basis set) results for one molecule with the formula C5H10O.

Atoms and positions in Å:
1 O 1.61 0.00 1.60
2 C 1.63 -0.58 0.31
3 C 0.32 -0.44 -0.44
4 C -0.97 -0.88 0.29
5 C -1.69 0.36 -0.29
6 C -0.30 0.97 -0.61
7 H 1.61 0.96 1.49
8 H 2.45 -0.16 -0.30
9 H 1.85 -1.64 0.47
10 H 0.41 -0.93 -1.41
11 H -0.84 -0.81 1.37
12 H -1.38 -1.86 0.03
13 H -2.25 0.13 -1.20
14 H -2.34 0.93 0.39
15 H 0.01 1.66 0.18
16 H -0.17 1.47 -1.58

Orbital gap in eV: 11.18
SMILES string: OCC1CCC1
Max |F| in Eh/bohr: 0.007
Energy relative to the best compared isomer or geometry (same formula, charge and spin) in kJ/mol: 100.5
Calculated total energy in eV: -7393.7234

Atom charges from the natural (NBO) analysis, given in e for atoms 1 to 4: -0.72 -0.06 -0.24 -0.41


(2)
DFT (ωB97M-V with the def2-TZVPD basis set) results for C16H15MgN6O3S as an isolated structure in a non-equilibrium geometry.

Atoms and positions in Å:
1 Mg 0.69 -1.20 -0.94
2 C -0.45 2.30 -3.30
3 C 0.01 1.47 -2.17
4 N -0.69 0.42 -1.70
5 N -1.98 0.34 -2.14
6 C -2.63 -0.80 -2.00
7 N -3.92 -0.80 -2.52
8 S -1.81 -2.37 -1.51
9 C 1.36 1.68 -1.66
10 C 2.27 2.74 -2.07
11 C 3.57 2.68 -1.56
12 C 4.02 1.62 -0.71
13 C 3.09 0.61 -0.49
14 N 1.88 0.63 -0.99
15 H -1.54 2.19 -3.44
16 H 0.02 1.96 -4.24
17 H -0.21 3.35 -3.14
18 H -4.33 0.12 -2.73
19 H -4.58 -1.44 -2.11
20 H 1.94 3.43 -2.81
21 H 4.30 3.48 -1.86
22 H 4.97 1.61 -0.23
23 H 3.36 -0.32 0.03
24 N -0.17 -0.85 1.12
25 C -0.58 -0.70 2.19
26 C -0.93 -0.54 3.54
27 C -0.25 -1.40 4.44
28 C -0.70 -1.44 5.77
29 C -1.81 -0.66 6.14
30 C -2.47 0.16 5.26
31 C -2.05 0.20 3.95
32 H 0.53 -2.05 4.09
33 H -0.20 -2.09 6.49
34 H -2.12 -0.67 7.19
35 H -3.34 0.75 5.54
36 H -2.57 0.78 3.24
37 O 1.86 -2.22 -2.68
38 C 2.41 -2.78 -1.71
39 O 2.23 -2.50 -0.50
40 H 3.04 -3.68 -1.94
41 O -0.93 -1.50 -4.14
42 N -1.28 -2.51 -3.66

Orbital gap (spin up / spin down) in eV: 7.09 / 7.09
Max |F| in Eh/bohr: 0.108
Energy relative to the best compared isomer or geometry (same formula, charge and spin) in kJ/mol: 0.0
Charge: +1
Calculated total energy in eV: -48193.1830

Atom charges from the natural (NBO) analysis, given in e for atoms 1 to 4: 1.71 -0.71 0.30 -0.40


(3)
DFT (ωB97M-V with the def2-TZVPD basis set) results for one molecule with the formula C13H19N3O5 in a non-equilibrium geometry.

Atoms and positions in Å:
1 C 3.67 -3.68 -1.16
2 C 2.97 -2.37 -1.02
3 C 2.03 -1.95 -1.96
4 C 1.39 -0.73 -1.86
5 N 0.64 -0.35 -3.02
6 O 0.66 0.82 -3.36
7 O 0.07 -1.24 -3.64
8 C 1.58 0.15 -0.75
9 N 0.86 1.25 -0.51
10 C -0.44 1.64 -1.00
11 C -1.51 0.57 -0.76
12 C -1.56 0.07 0.69
13 C -1.76 1.15 1.75
14 C -3.02 2.00 1.59
15 C -4.31 1.20 1.77
16 O -4.38 0.55 3.02
17 C 2.59 -0.28 0.17
18 N 2.97 0.48 1.31
19 O 3.76 0.00 2.09
20 O 2.47 1.59 1.48
21 C 3.25 -1.50 0.01
22 H 2.96 -4.47 -1.42
23 H 4.41 -3.63 -1.95
24 H 4.17 -3.96 -0.23
25 H 1.81 -2.57 -2.82
26 H 1.20 1.76 0.31
27 H -0.70 2.55 -0.47
28 H -0.39 1.87 -2.07
29 H -2.47 1.01 -1.04
30 H -1.35 -0.29 -1.41
31 H -0.64 -0.47 0.91
32 H -2.38 -0.65 0.77
33 H -0.89 1.81 1.77
34 H -1.81 0.65 2.72
35 H -3.00 2.80 2.34
36 H -3.04 2.48 0.61
37 H -5.17 1.86 1.63
38 H -4.37 0.40 1.03
39 H -4.30 1.21 3.72
40 H 4.01 -1.75 0.75

Orbital gap in eV: 7.63
SMILES string: Cc1cc([N+](=O)[O-])c(NCCCCCCO)c([N+](=O)[O-])c1
Max |F| in Eh/bohr: 0.026
Energy relative to the best compared isomer or geometry (same formula, charge and spin) in kJ/mol: 705.9
Calculated total energy in eV: -28491.5539

Atom charges from the natural (NBO) analysis, given in e for atoms 1 to 4: -0.62 -0.07 -0.10 -0.07


(4)
DFT (ωB97M-V with the def2-TZVPD basis set) results for C21H53AsCuF6NO14P3 as an isolated structure in a non-equilibrium geometry.

Atoms and positions in Å:
1 Cu -7.52 5.17 -5.12
2 O -9.62 7.28 -2.57
3 H -9.43 6.80 -1.74
4 As -2.95 2.54 -1.22
5 F -2.35 3.49 0.24
6 F -3.27 1.08 -0.22
7 F -3.50 1.52 -2.63
8 F -2.63 3.93 -2.36
9 F -1.21 1.89 -1.54
10 F -4.67 3.29 -1.11
11 C -4.12 12.50 -2.50
12 O -4.99 12.03 -3.23
13 N -3.59 11.89 -1.37
14 C -3.77 10.49 -0.90
15 C -2.71 12.64 -0.50
16 H -3.64 13.49 -2.62
17 H -2.81 9.96 -0.89
18 H -4.26 9.77 -1.56
19 H -4.29 10.28 0.03
20 H -1.78 12.10 -0.31
21 H -2.45 13.55 -1.04
22 H -3.29 12.90 0.38
23 C 2.80 -0.09 -9.25
24 C 2.84 -1.19 -10.27
25 O 3.27 -0.57 -11.45
26 P 3.81 -1.50 -12.71
27 O 2.76 -2.13 -13.62
28 O 4.89 -0.63 -13.63
29 C 4.38 -0.20 -14.87
30 C 4.46 1.36 -14.89
31 O 4.74 -2.63 -11.99
32 C 5.93 -2.35 -11.25
33 C 7.07 -2.60 -12.26
34 H 2.63 -0.50 -8.26
35 H 3.74 0.43 -9.05
36 H 1.99 0.63 -9.33
37 H 3.55 -1.98 -10.07
38 H 1.84 -1.58 -10.49
39 H 4.88 -0.59 -15.75
40 H 3.38 -0.57 -15.08
41 H 3.96 1.92 -15.69
42 H 4.24 1.86 -13.95
43 H 5.52 1.62 -14.97
44 H 6.00 -1.28 -11.05
45 H 6.03 -2.95 -10.34
46 H 7.97 -2.25 -11.77
47 H 7.04 -3.66 -12.55
48 H 6.89 -2.11 -13.22
49 C -6.64 -11.56 5.50
50 C -5.86 -10.43 4.84
51 O -5.12 -11.14 3.80
52 P -4.87 -10.60 2.28
53 O -3.93 -11.47 1.45
54 O -6.37 -10.49 1.70
55 C -6.75 -11.25 0.59
56 C -8.06 -10.69 -0.10
57 O -4.52 -8.99 2.46
58 C -4.11 -8.17 1.27
59 C -2.56 -8.15 1.20
60 H -6.96 -12.44 4.94
61 H -6.16 -12.05 6.35
62 H -7.55 -11.13 5.90
63 H -6.66 -9.76 4.54
64 H -5.30 -10.10 5.72
65 H -5.87 -11.24 -0.04
66 H -6.95 -12.26 0.95
67 H -8.22 -9.62 -0.12
68 H -8.52 -11.23 -0.94
69 H -8.87 -10.87 0.60
70 H -4.50 -8.58 0.33
71 H -4.38 -7.12 1.25
72 H -2.33 -8.02 0.14
73 H -2.05 -7.23 1.49
74 H -2.03 -8.99 1.65
75 C 4.88 4.27 15.21
76 C 4.13 4.27 13.78
77 O 4.98 4.08 12.63
78 P 4.36 4.60 11.20
79 O 4.62 6.07 10.89
80 O 5.05 3.66 10.13
81 C 6.17 4.07 9.36
82 C 7.54 4.27 10.27
83 O 2.80 4.11 11.14
84 C 2.23 3.32 10.12
85 C 2.16 4.30 8.89
86 H 5.44 3.34 15.23
87 H 5.37 5.21 15.46
88 H 4.17 4.08 16.01
89 H 3.33 3.53 13.72
90 H 3.62 5.24 13.74
91 H 6.36 3.21 8.71
92 H 5.98 4.82 8.58
93 H 7.62 3.32 10.80
94 H 8.47 4.47 9.73
95 H 7.39 5.04 11.03
96 H 2.87 2.46 9.90
97 H 1.22 2.98 10.34
98 H 1.76 5.28 9.14
99 H 3.17 4.67 8.75
100 H 1.66 3.88 8.01

Orbital gap in eV: 4.19
Max |F| in Eh/bohr: 0.081
Charge: -1
Calculated total energy in eV: -202444.1535

Atom charges from the Mulliken analysis, given in e for atoms 1 to 4: 0.62 -0.83 0.22 1.98


(5)
DFT (ωB97M-V with the def2-TZVPD basis set) results for C16H17Cl3N3O2S5SeTi as an isolated structure.

Atoms and positions in Å:
1 Ti 0.06 -0.26 0.01
2 Cl 3.76 -6.67 0.02
3 C 3.23 -5.01 0.10
4 C 1.92 -4.69 -0.19
5 C 1.53 -3.36 -0.13
6 Cl -0.16 -3.02 -0.41
7 C 2.39 -2.29 0.19
8 O 2.04 -1.06 0.25
9 C 3.71 -2.71 0.53
10 Cl 4.83 -1.48 1.03
11 C 4.13 -4.02 0.48
12 H 1.21 -5.46 -0.46
13 H 5.15 -4.27 0.73
14 C -0.61 1.50 3.78
15 C 0.79 1.32 3.20
16 C 1.27 2.63 2.59
17 C 1.75 0.83 4.28
18 N 0.77 0.35 2.07
19 N 0.12 -0.91 2.28
20 H -0.59 2.29 4.53
21 H -0.97 0.60 4.28
22 H -1.32 1.80 3.01
23 H 1.38 3.39 3.37
24 H 0.55 2.98 1.85
25 H 2.23 2.50 2.10
26 H 1.80 1.54 5.10
27 H 2.76 0.71 3.87
28 H 1.44 -0.13 4.69
29 H 1.74 0.12 1.84
30 H -0.82 -0.75 2.62
31 H 0.63 -1.53 2.90
32 Se -3.20 2.71 1.00
33 C -2.56 1.04 0.79
34 N -2.20 -0.06 0.65
35 O -0.18 2.80 -1.51
36 C -0.14 1.86 -0.89
37 C -3.58 0.36 -2.22
38 S -2.35 -0.92 -2.59
39 C -1.37 -0.08 -3.78
40 C -0.03 0.08 -3.67
41 S 1.04 -0.38 -2.39
42 S 0.73 0.83 -5.05
43 C -0.67 1.03 -6.04
44 S -0.65 1.75 -7.53
45 S -2.10 0.44 -5.28
46 H -4.19 -0.03 -1.41
47 H -4.21 0.57 -3.09
48 H -3.10 1.27 -1.88

Orbital gap (spin up / spin down) in eV: 6.40 / 6.86
Multiplicity: 3
Max |F| in Eh/bohr: 0.011
Energy relative to the best compared isomer or geometry (same formula, charge and spin) in kJ/mol: 107.0
<S²>: 2.004
Charge: -1
Calculated total energy in eV: -205642.8544

Atom charges from the natural (NBO) analysis, given in e for atoms 1 to 4: 0.88 -0.03 -0.08 -0.23


(6)
DFT (ωB97M-V with the def2-TZVPD basis set) results for C27H21BrGdN6O4S2 as an isolated structure in a non-equilibrium geometry.

Atoms and positions in Å:
1 Gd 0.24 0.12 0.29
2 C 5.58 -2.74 0.07
3 C 6.04 -1.45 -0.08
4 C 5.10 -0.40 -0.19
5 C 3.71 -0.61 0.12
6 C 3.28 -2.00 0.37
7 C 4.22 -2.99 0.23
8 N 2.75 0.37 -0.09
9 N 3.26 1.52 -0.50
10 C 2.36 2.43 -0.99
11 C 2.82 3.76 -1.33
12 C 1.93 4.71 -1.86
13 C 0.64 4.25 -2.18
14 C 0.26 3.02 -1.70
15 N 1.07 2.16 -1.00
16 H 6.30 -3.54 0.03
17 H 7.08 -1.19 -0.17
18 H 5.34 0.62 -0.52
19 H 2.29 -2.27 0.63
20 H 3.84 -3.97 0.32
21 H 3.90 3.94 -1.23
22 H 2.25 5.73 -1.94
23 H -0.07 4.83 -2.78
24 H -0.79 2.73 -1.82
25 Br 0.54 2.64 2.85
26 C -0.09 0.86 3.40
27 C -0.20 0.70 4.78
28 C -0.46 -0.57 5.32
29 C -0.34 -1.68 4.44
30 C -0.13 -1.43 3.04
31 N -0.05 -0.16 2.60
32 C 0.01 -2.51 2.05
33 O 0.00 -3.70 2.36
34 O 0.05 -2.03 0.82
35 H -0.12 1.57 5.47
36 H -0.38 -0.72 6.40
37 H -0.53 -2.69 4.89
38 O -4.83 0.13 -2.55
39 C -4.80 1.29 -1.88
40 C -5.82 2.22 -2.00
41 C -6.01 3.25 -1.11
42 C -5.05 3.39 -0.07
43 C -4.00 2.51 0.07
44 C -3.80 1.50 -0.88
45 C -2.58 0.69 -0.77
46 O -1.74 1.11 0.10
47 N -2.47 -0.34 -1.56
48 N -1.24 -0.85 -1.55
49 C -1.06 -2.15 -1.97
50 S -2.21 -3.43 -1.60
51 C -0.92 -4.60 -1.28
52 C 0.43 -4.28 -1.93
53 S 0.57 -2.53 -2.38
54 H -3.99 -0.41 -2.31
55 H -6.57 2.09 -2.82
56 H -6.76 4.02 -1.21
57 H -5.13 4.20 0.56
58 H -3.35 2.62 0.93
59 H -1.31 -5.58 -1.65
60 H -0.84 -4.69 -0.20
61 H 0.55 -4.90 -2.84
62 H 1.28 -4.53 -1.22

Orbital gap (spin up / spin down) in eV: 5.02 / 4.21
Multiplicity: 8
Max |F| in Eh/bohr: 0.084
Energy relative to the best compared isomer or geometry (same formula, charge and spin) in kJ/mol: 0.0
<S²>: 16.052
Charge: +1
Calculated total energy in eV: -158012.2409

Atom charges from the Mulliken analysis, given in e for atoms 1 to 4: 0.86 -0.44 -0.71 -0.34


(7)
DFT (ωB97M-V with the def2-TZVPD basis set) results for C3H4LiMgO3 as an isolated structure.

Atoms and positions in Å:
1 H 3.02 -0.34 0.49
2 C 2.19 -0.51 -0.23
3 C 2.00 0.78 -0.95
4 O 0.91 1.33 -1.00
5 C -2.66 0.11 0.29
6 O -3.27 1.26 0.10
7 Mg -0.50 0.27 0.11
8 O 1.02 -0.94 0.37
9 H 2.59 -1.22 -0.97
10 H 2.86 1.20 -1.51
11 H -4.23 1.20 0.25
12 Li 0.93 -2.49 1.28

Orbital gap (spin up / spin down) in eV: 5.23 / 5.23
Max |F| in Eh/bohr: 0.016
Energy relative to the best compared isomer or geometry (same formula, charge and spin) in kJ/mol: 229.4
Charge: +1
Calculated total energy in eV: -14960.2062

Atom charges from the natural (NBO) analysis, given in e for atoms 1 to 4: 0.21 -0.19 0.46 -0.64


(8)
DFT (ωB97M-V with the def2-TZVPD basis set) results for a 12-piece molecular cluster, C56H56Cl3N11 overall in a non-equilibrium geometry.

Atoms and positions in Å:
1 N 1.79 -1.80 -5.75
2 C 1.55 -3.17 -5.67
3 C 0.43 -3.63 -4.92
4 C -0.37 -2.70 -4.23
5 C -0.16 -1.31 -4.40
6 C 0.95 -0.95 -5.09
7 H 2.29 -3.86 -6.05
8 H 0.21 -4.69 -4.83
9 H -1.16 -3.08 -3.59
10 H -0.90 -0.67 -3.95
11 H 1.26 0.08 -5.14
12 N -4.61 1.08 -0.80
13 C -3.46 0.45 -1.23
14 C -3.43 -0.76 -1.96
15 C -4.68 -1.32 -2.29
16 C -5.87 -0.67 -1.95
17 C -5.79 0.55 -1.22
18 H -2.58 0.76 -0.69
19 H -2.47 -1.16 -2.24
20 H -4.70 -2.29 -2.75
21 H -6.88 -1.03 -2.04
22 H -6.70 1.03 -0.89
23 N 3.21 0.26 1.18
24 C 4.57 0.35 1.26
25 C 5.38 -0.52 2.07
26 C 4.76 -1.50 2.77
27 C 3.35 -1.59 2.72
28 C 2.63 -0.74 1.86
29 H 5.03 1.13 0.68
30 H 6.45 -0.36 2.18
31 H 5.42 -2.11 3.38
32 H 2.92 -2.43 3.24
33 H 1.56 -0.84 1.78
34 N -1.93 -5.28 -2.51
35 C -1.13 -6.38 -2.64
36 C -0.41 -6.89 -1.58
37 C -0.40 -6.23 -0.31
38 C -1.21 -5.11 -0.19
39 C -1.93 -4.66 -1.27
40 H -1.06 -6.80 -3.64
41 H 0.20 -7.78 -1.64
42 H 0.19 -6.58 0.52
43 H -1.35 -4.71 0.80
44 H -2.63 -3.84 -1.15
45 N 3.94 0.69 -3.20
46 C 3.97 1.70 -4.14
47 C 3.48 2.99 -3.84
48 C 3.04 3.25 -2.58
49 C 3.12 2.26 -1.59
50 C 3.56 0.97 -1.95
51 H 4.32 1.43 -5.13
52 H 3.36 3.77 -4.58
53 H 2.56 4.19 -2.34
54 H 2.80 2.41 -0.56
55 H 3.49 0.20 -1.21
56 N 4.22 -4.55 0.22
57 C 2.87 -4.34 0.21
58 C 2.22 -3.58 -0.78
59 C 2.94 -3.04 -1.81
60 C 4.28 -3.20 -1.82
61 C 4.92 -3.95 -0.78
62 H 2.26 -4.74 1.01
63 H 1.16 -3.47 -0.61
64 H 2.53 -2.42 -2.59
65 H 4.85 -2.71 -2.58
66 H 5.95 -4.13 -1.04
67 N 0.11 2.35 4.91
68 C -0.81 1.35 4.80
69 C -0.48 -0.02 4.76
70 C 0.86 -0.35 4.83
71 C 1.84 0.69 4.76
72 C 1.43 2.01 4.87
73 H -1.84 1.69 4.84
74 H -1.20 -0.82 4.70
75 H 1.15 -1.38 4.71
76 H 2.88 0.44 4.64
77 H 2.12 2.84 4.91
78 N -3.93 -3.26 1.67
79 C -3.62 -3.79 2.89
80 C -3.67 -3.02 4.03
81 C -3.97 -1.64 3.98
82 C -4.10 -1.09 2.70
83 C -3.98 -1.93 1.58
84 H -3.61 -4.86 2.98
85 H -3.65 -3.52 4.99
86 H -4.17 -1.12 4.90
87 H -4.53 -0.12 2.49
88 H -4.27 -1.53 0.62
89 N 3.21 4.10 1.25
90 C 3.21 5.25 0.57
91 C 2.23 6.23 0.83
92 C 1.17 5.93 1.67
93 C 1.14 4.63 2.26
94 C 2.14 3.73 1.95
95 H 4.07 5.44 -0.06
96 H 2.24 7.19 0.34
97 H 0.39 6.64 1.92
98 H 0.35 4.32 2.92
99 H 2.20 2.71 2.31
100 N -0.31 -0.91 -0.78
101 C -0.90 -1.08 0.41
102 C -0.99 -0.03 1.30
103 C -0.46 1.21 0.98
104 C 0.21 1.36 -0.24
105 C 0.26 0.27 -1.10
106 H -1.35 -2.01 0.74
107 H -1.49 -0.15 2.26
108 H -0.60 2.02 1.68
109 H 0.53 2.36 -0.47
110 H 0.91 0.35 -1.96
111 N -4.97 5.79 2.00
112 C -5.25 5.16 0.84
113 C -4.45 4.20 0.26
114 C -3.25 3.84 0.86
115 C -2.91 4.46 2.01
116 C -3.78 5.43 2.52
117 H -6.17 5.45 0.34
118 H -4.83 3.79 -0.66
119 H -2.58 3.09 0.46
120 H -1.97 4.24 2.51
121 H -3.49 6.05 3.36
122 C -0.38 4.81 -3.03
123 Cl 0.88 5.99 -3.49
124 Cl -0.43 4.70 -1.27
125 Cl -0.04 3.28 -3.82
126 H -1.30 5.24 -3.42

Orbital gap (spin up / spin down) in eV: 2.80 / 7.45
Multiplicity: 2
Max |F| in Eh/bohr: 0.069
<S²>: 0.759
Charge: -1
Calculated total energy in eV: -112934.9446

Atom charges from the Mulliken analysis, given in e for atoms 1 to 4: -0.62 -0.47 -0.39 0.07


(9)
DFT (ωB97M-V with the def2-TZVPD basis set) results for a 2-piece molecular cluster, C3H10NS2 overall.

Atoms and positions in Å:
1 C -0.80 -0.82 1.46
2 C -0.41 0.45 0.79
3 C 0.24 1.47 1.31
4 N -0.92 0.56 -0.60
5 H -0.52 -0.77 2.51
6 H -1.88 -0.97 1.41
7 H -0.31 -1.69 1.01
8 H 0.43 2.37 0.74
9 H 0.60 1.39 2.32
10 H -1.87 0.18 -0.67
11 H -0.32 0.03 -1.28
12 H -0.96 1.53 -0.92
13 S 2.76 -0.56 -2.17
14 S 0.87 -1.06 -2.83
15 H 2.44 0.04 -1.01
16 H 0.66 -2.15 -2.05

Orbital gap in eV: 9.87
Max |F| in Eh/bohr: 0.007
Energy relative to the best compared isomer or geometry (same formula, charge and spin) in kJ/mol: 90.1
Charge: +1
Calculated total energy in eV: -26426.6159

Atom charges from the natural (NBO) analysis, given in e for atoms 1 to 4: -0.67 0.13 -0.35 -0.73


Among the records above, which one has the highest max |F|? C16H15MgN6O3S


Which of these has the highest calculated total energy? C5H10O


Which of these has the highest max |F|? C16H15MgN6O3S


Which of these has the lowest calculated total energy? C16H17Cl3N3O2S5SeTi